Below is C26H16Cl3N5OSSc as an isolated structure, with properties calculated with ωB97M-V/def2-TZVPD.

## Properties
Kohn-Sham gap = 6.71 eV
net charge = +1
LUMO = -3.94 eV
HOMO level = -0.3913 hartree

Structure (XYZ):
```
53
Properties=species:S:1:pos:R:3:lowdin_charge:R:1
Sc -0.58 -0.26 -0.86 0.89
Cl -7.68 -1.49 -1.19 0.72
C -6.08 -0.88 -1.12 -0.67
C -5.03 -1.76 -0.91 -0.10
C -3.75 -1.25 -0.83 -0.53
Cl -2.36 -2.28 -0.61 0.80
C -3.46 0.12 -0.95 -0.45
O -2.24 0.59 -0.85 -0.25
C -4.56 0.96 -1.21 -0.56
Cl -4.22 2.64 -1.44 0.78
C -5.85 0.48 -1.28 -0.11
H -5.20 -2.82 -0.80 0.12
H -6.67 1.17 -1.46 0.11
N 6.80 -0.60 6.28 0.18
C 6.06 -0.58 5.41 -0.18
C 5.12 -0.58 4.34 -0.22
C 5.05 0.50 3.46 0.00
C 4.11 0.50 2.45 -0.01
C 3.22 -0.56 2.32 -0.19
C 3.32 -1.65 3.18 -0.02
C 4.27 -1.67 4.18 0.00
C 2.11 -0.50 1.35 -0.03
C 0.82 -0.52 1.92 -0.23
C 0.50 -0.58 3.30 0.01
C -0.88 -0.59 3.39 -0.04
C -1.36 -0.51 2.08 -0.13
N -0.36 -0.46 1.19 -0.07
C 2.42 -0.41 -0.01 -0.24
C 3.72 -0.50 -0.56 0.01
C 3.59 -0.41 -1.93 -0.04
C 2.22 -0.26 -2.18 -0.14
N 1.50 -0.27 -1.05 -0.07
H 5.74 1.32 3.57 0.13
H 4.04 1.34 1.78 0.13
H 2.66 -2.50 3.05 0.13
H 4.35 -2.52 4.85 0.13
H 1.20 -0.61 4.11 0.12
H -1.47 -0.65 4.28 0.11
H -2.40 -0.46 1.78 0.11
H 4.62 -0.64 0.01 0.12
H 4.37 -0.44 -2.66 0.11
H 1.76 -0.16 -3.15 0.09
S -0.97 -1.13 -3.50 0.74
C -1.28 0.49 -3.69 -0.80
N -2.05 0.93 -4.73 0.10
C -2.49 2.20 -4.79 -0.02
C -2.06 3.10 -3.85 -0.05
C -1.14 2.64 -2.88 -0.08
N -0.77 1.38 -2.80 0.02
H -2.32 0.24 -5.42 0.16
H -3.17 2.45 -5.59 0.15
H -2.41 4.11 -3.85 0.12
H -0.72 3.31 -2.15 0.14
```

---

Below is C26H16Cl3N5OSSc as an isolated structure, with properties calculated with ωB97M-V/def2-TZVPD.

## Properties
Kohn-Sham gap = 6.80 eV
net charge = +1
LUMO = -3.94 eV
HOMO level = -0.3948 hartree

Structure (XYZ):
```
53
Properties=species:S:1:pos:R:3:lowdin_charge:R:1
Sc -0.65 0.89 0.04 0.85
Cl -7.45 -0.36 2.37 0.72
C -5.91 0.23 1.87 -0.67
C -4.89 -0.67 1.57 -0.10
C -3.68 -0.18 1.14 -0.53
Cl -2.32 -1.18 0.74 0.83
C -3.44 1.19 0.97 -0.43
O -2.30 1.62 0.48 -0.27
C -4.47 2.06 1.36 -0.57
Cl -4.16 3.75 1.26 0.76
C -5.70 1.60 1.79 -0.11
H -5.04 -1.74 1.67 0.12
H -6.48 2.29 2.07 0.11
N 6.57 -5.91 -2.72 0.18
C 5.74 -5.18 -2.40 -0.18
C 4.72 -4.29 -2.02 -0.22
C 3.68 -4.71 -1.19 0.00
C 2.69 -3.82 -0.81 -0.01
C 2.72 -2.51 -1.28 -0.21
C 3.74 -2.09 -2.13 -0.01
C 4.74 -2.97 -2.49 0.00
C 1.68 -1.52 -0.88 -0.03
C 1.76 -1.05 0.44 -0.23
C 2.72 -1.44 1.41 0.01
C 2.44 -0.75 2.57 -0.05
C 1.33 0.06 2.28 -0.13
N 0.91 -0.09 1.02 -0.07
C 0.74 -1.16 -1.85 -0.23
C 0.66 -1.71 -3.16 0.02
C -0.45 -1.15 -3.76 -0.04
C -1.01 -0.27 -2.82 -0.12
N -0.31 -0.26 -1.67 -0.08
H 3.65 -5.74 -0.85 0.13
H 1.89 -4.15 -0.17 0.13
H 3.75 -1.08 -2.49 0.13
H 5.54 -2.65 -3.14 0.13
H 3.52 -2.14 1.25 0.12
H 2.95 -0.81 3.50 0.11
H 0.83 0.75 2.96 0.11
H 1.34 -2.42 -3.58 0.12
H -0.82 -1.35 -4.74 0.11
H -1.88 0.35 -2.95 0.12
S -0.26 3.21 -1.38 0.75
C -0.58 3.86 0.12 -0.82
N -1.08 5.13 0.24 0.10
C -1.28 5.71 1.44 -0.05
C -0.98 5.00 2.58 -0.02
C -0.51 3.68 2.41 -0.07
N -0.31 3.13 1.24 0.02
H -1.31 5.61 -0.62 0.17
H -1.66 6.72 1.46 0.15
H -1.12 5.43 3.55 0.12
H -0.27 3.08 3.28 0.13
```

---

Below is C26H17AsF11IrN7 as an isolated structure, with properties calculated with ωB97M-V/def2-TZVPD.

## Properties
Kohn-Sham gap (spin up / spin down) = 5.29 / 5.61 eV
⟨S²⟩ = 0.799
LUMO (spin up / spin down) = -1.91 / -2.02 eV
2S+1 = 2
HOMO level (spin up / spin down) = -0.2647 / -0.2806 hartree

Structure (XYZ):
```
63
Properties=species:S:1:pos:R:3:lowdin_charge:R:1
Ir 0.08 -1.04 -0.90 1.39
C -0.30 2.01 -4.02 -0.07
C -0.14 0.77 -3.43 -0.07
N -0.40 0.59 -2.14 -0.02
C -0.85 1.65 -1.41 -0.15
C -0.95 2.89 -2.03 -0.04
N -0.68 3.07 -3.31 0.11
C -1.19 1.37 0.00 -0.16
C -1.63 2.29 0.93 0.08
C -1.80 1.91 2.27 -0.09
C -1.51 0.58 2.60 0.08
C -1.11 -0.30 1.62 -0.18
N -1.00 0.09 0.35 -0.03
C -0.74 -1.71 1.82 -0.18
C -0.90 -2.43 3.00 -0.04
N -0.56 -3.70 3.10 0.12
C -0.04 -4.29 2.04 -0.07
C 0.14 -3.61 0.84 -0.08
N -0.21 -2.34 0.75 -0.01
C -2.23 2.89 3.30 -0.15
C -2.46 4.23 2.99 -0.01
C -2.86 5.10 3.99 -0.13
N -3.04 4.74 5.25 0.07
C -2.82 3.47 5.55 -0.13
C -2.42 2.52 4.63 0.00
H -0.11 2.16 -5.07 0.12
H 0.17 -0.10 -3.99 0.12
H -1.27 3.76 -1.47 0.12
H -1.81 3.31 0.62 0.10
H -1.56 0.25 3.62 0.11
H -1.33 -1.96 3.87 0.12
H 0.25 -5.33 2.14 0.12
H 0.58 -4.07 -0.03 0.12
H -2.33 4.62 1.99 0.10
H -3.05 6.15 3.76 0.11
H -2.97 3.19 6.59 0.11
H -2.26 1.50 4.96 0.10
F -0.88 -2.21 -3.39 0.06
C -1.28 -2.18 -2.09 -0.46
F -1.27 -3.46 -1.64 0.06
C -2.74 -1.72 -2.08 -0.59
F -3.19 -1.65 -0.82 0.14
F -2.85 -0.50 -2.64 0.14
F -3.53 -2.55 -2.76 0.18
N 1.41 -2.03 -1.90 -0.10
C 2.41 -1.70 -2.69 -0.42
C 2.90 -0.35 -2.82 -0.06
C 3.91 -0.04 -3.70 -0.09
C 4.49 -1.04 -4.49 -0.09
C 4.06 -2.36 -4.35 -0.09
C 3.06 -2.69 -3.48 -0.02
H 2.48 0.40 -2.17 0.09
H 4.26 0.98 -3.79 0.10
H 5.29 -0.79 -5.17 0.10
H 4.54 -3.13 -4.95 0.10
H 2.72 -3.71 -3.36 0.11
F 1.69 -0.17 0.60 -0.33
As 2.85 -0.50 1.97 0.75
F 2.30 -2.15 1.99 -0.23
F 4.02 -0.92 0.78 -0.22
F 3.91 -0.78 3.28 -0.22
F 3.26 1.17 1.88 -0.23
F 1.52 -0.11 3.03 -0.24
```

---

Below is C26H17BrCoF6N7O13S2 as an isolated structure, with properties calculated with ωB97M-V/def2-TZVPD.

## Properties
Kohn-Sham gap (spin up / spin down) = 8.02 / 8.02 eV
⟨S²⟩ = 0.823
net charge = -1
LUMO (spin up / spin down) = 1.39 / 1.39 eV
2S+1 = 2
HOMO level (spin up / spin down) = -0.2437 / -0.2436 hartree

Structure (XYZ):
```
73
Properties=species:S:1:pos:R:3:lowdin_charge:R:1
Co -0.10 0.77 1.15 0.64
C -1.76 -0.73 3.66 -0.02
O -1.51 -0.79 2.26 -0.11
C -1.94 -1.88 1.58 -0.18
C -2.82 -2.81 2.09 -0.05
C -3.20 -3.88 1.28 -0.67
Br -4.40 -5.16 1.98 0.73
C -2.73 -4.01 0.00 -0.08
C -1.83 -3.07 -0.53 -0.05
C -1.42 -2.02 0.27 -0.13
O -0.59 -1.00 -0.10 0.01
C -1.47 -3.29 -1.95 -0.25
N -2.26 -3.95 -2.76 0.17
C -1.61 -3.94 -3.98 -0.23
C -1.99 -4.48 -5.21 -0.03
C -1.14 -4.31 -6.28 -0.11
C 0.07 -3.60 -6.15 -0.09
C 0.46 -3.05 -4.95 0.00
C -0.40 -3.24 -3.88 -0.18
N -0.34 -2.84 -2.56 0.18
H -2.82 -0.58 3.85 0.10
H -1.19 0.12 4.03 0.09
H -1.41 -1.64 4.14 0.11
H -3.21 -2.72 3.09 0.10
H -3.05 -4.83 -0.63 0.10
H 0.01 -1.14 -0.86 0.06
H -2.93 -5.02 -5.31 0.11
H -1.41 -4.71 -7.25 0.09
H 0.70 -3.48 -7.02 0.10
H 1.38 -2.49 -4.85 0.11
H 0.48 -2.39 -2.16 0.11
O 2.68 -0.11 3.86 0.05
C 1.71 0.42 3.33 -0.56
O 1.13 -0.05 2.28 -0.07
C 1.14 1.66 4.01 -0.03
C 1.61 1.94 5.27 0.07
C 1.13 3.03 5.99 -0.14
C 0.18 3.87 5.46 0.07
C -0.29 3.61 4.18 -0.05
C 0.14 2.49 3.41 -0.25
O -0.38 2.26 2.27 -0.10
N -1.27 4.56 3.66 -0.33
O -1.89 5.23 4.47 0.07
O -1.40 4.69 2.46 0.06
N 1.63 3.29 7.33 -0.36
O 2.48 2.54 7.78 0.07
O 1.18 4.25 7.93 0.06
H 2.38 1.29 5.68 0.13
H -0.19 4.72 6.01 0.13
F 3.42 -0.67 0.60 0.17
C 3.68 -0.27 -0.63 -0.67
F 4.63 0.67 -0.60 0.15
F 4.12 -1.30 -1.34 0.14
S 2.15 0.43 -1.41 0.65
O 1.49 1.19 -0.38 -0.28
O 1.43 -0.77 -1.85 -0.32
N 2.58 1.38 -2.54 -0.28
S 2.99 0.88 -4.00 0.59
O 3.90 -0.22 -4.02 -0.28
O 1.87 0.88 -4.90 -0.27
C 3.99 2.36 -4.48 -0.69
F 5.00 2.55 -3.64 0.14
F 4.48 2.13 -5.70 0.13
F 3.24 3.46 -4.51 0.14
N -1.55 2.98 0.12 0.03
C -2.02 3.61 -0.96 -0.07
C -2.14 2.68 -1.96 -0.05
C -1.72 1.48 -1.38 -0.11
N -1.38 1.66 -0.11 -0.02
H -1.35 3.33 1.06 0.10
H -2.22 4.67 -0.93 0.12
H -2.47 2.84 -2.97 0.10
H -1.66 0.50 -1.83 0.11
```

---

Energy above the lowest of the compared OMol25 structures with the same formula, charge and spin list, top to bottom, in eV: 0.385, 0.063, 0.627, 0.000